<w>
10 unconnected molecules or ions with the total composition C20H57O12, computed with the ωB97M-V functional and the def2-TZVPD basis.

The geometry in ORCA input format:
```
! RIJCOSX wB97M-V def2-TZVPD def2/J DEFGRID3
* xyz -1 1
C -0.35647 0.85033 -0.20398
O -0.61176 0.87979 -1.41590
O 0.63438 -0.04956 0.20206
O -0.86826 1.49497 0.71187
H 1.20871 -0.37048 -0.45896
C -3.96326 1.72238 -1.97933
O -2.83042 2.16649 -2.48432
H -4.48135 2.59726 -1.61916
H -3.84455 1.05404 -1.03287
H -4.44322 1.20352 -2.91347
H -2.21043 1.59463 -2.05198
C -0.89831 4.61926 -0.76104
O 0.26621 3.88062 -0.20298
H -1.77819 4.12073 -0.33893
H -0.94824 4.81493 -1.99575
H -0.91432 5.64131 -0.27654
H -0.13749 3.01804 0.19487
C -2.36219 -1.95386 -2.83114
O -1.02084 -1.65518 -2.81310
H -2.66803 -3.05542 -3.12970
H -3.01331 -1.34454 -3.57935
H -2.73405 -1.72303 -1.86326
H -0.94666 -0.73962 -2.36334
C 1.71171 2.33958 2.66457
O 0.50838 1.66455 2.89746
H 2.25044 2.21819 3.48323
H 1.42905 3.25678 2.06698
H 2.42136 1.84910 1.92445
H 0.04202 1.55268 2.16894
C 3.23375 3.03010 -3.70299
C 1.79503 3.23684 -3.46177
C 0.94493 4.10626 -4.48954
O 1.00438 2.03782 -3.45383
H 3.56514 3.87899 -4.08991
H 3.31376 2.12794 -4.54976
H 3.71398 2.76144 -2.83633
H 1.59515 3.62331 -2.38395
H -0.12607 4.21015 -4.00242
H 1.17068 4.04865 -5.52856
H 1.34312 5.17046 -4.36919
H 0.67707 1.80960 -2.70570
C -4.77511 -0.29035 3.14798
C -3.46202 -0.09799 2.30562
C -3.39640 -1.12330 1.21529
O -3.45507 1.21782 1.75297
H -4.92407 0.51119 3.94577
H -4.75098 -1.11286 3.50534
H -5.64332 -0.21747 2.57583
H -2.71150 -0.19310 3.15875
H -2.40464 -0.97277 0.48890
H -4.19742 -1.08678 0.40500
H -3.45063 -2.12385 1.60400
H -2.55796 1.29545 1.66176
C 1.01414 -4.74931 -1.15961
C 0.47113 -3.60729 -0.46770
C -0.74608 -4.09743 0.35613
O 1.47587 -3.19210 0.34511
H 0.87181 -5.58433 -0.44384
H 1.87646 -4.66931 -1.81510
H 0.12128 -5.06720 -1.81183
H 0.20877 -2.92420 -1.08565
H -1.17867 -3.24380 0.83456
H -0.50943 -4.62939 1.19680
H -1.51360 -4.63195 -0.28571
H 1.90322 -2.39662 -0.23317
C 3.72293 0.42699 -0.48632
C 3.88348 -1.04209 -1.08726
C 4.46121 -1.97919 -0.10148
O 2.62716 -1.46718 -1.57163
H 3.17771 0.53495 0.45824
H 3.40427 1.01028 -1.24486
H 4.83453 0.75715 -0.41201
H 4.80941 -0.82523 -1.83828
H 5.45261 -1.84114 -0.08162
H 4.47096 -2.92766 -0.61251
H 4.05784 -1.89158 0.85140
H 2.51512 -1.20607 -2.56631
C -0.58026 -1.92515 5.20665
C 0.69456 -1.62545 4.51740
C 0.45475 -1.52998 3.01059
O 1.08627 -0.33090 4.99613
H -1.38899 -1.23618 5.29338
H -0.33737 -1.93510 6.32205
H -0.80659 -2.86624 4.91499
H 1.45034 -2.38743 4.79126
H 1.43586 -1.45548 2.34583
H -0.18069 -0.79147 2.65687
H 0.03657 -2.46400 2.71890
H 0.78067 0.29603 4.29603
*
```

The HOMO energy comes out at -6.75 eV. The HOMO-LUMO gap comes out at 9.24 eV. As for the LUMO energy: 2.486 eV.



<x>
10 unconnected molecules or ions with the total composition C20H57O12, computed with the ωB97M-V functional and the def2-TZVPD basis.

The geometry in ORCA input format:
```
! RIJCOSX wB97M-V def2-TZVPD def2/J DEFGRID3
* xyz -1 1
C 0.06755 0.06037 -0.32365
O -0.31345 -0.44463 -1.38265
O -0.34745 1.33037 -0.04165
O 1.00255 -0.34263 0.44435
H -1.02845 1.56137 -0.63065
C 3.42355 -2.44863 1.45535
O 3.36955 -0.98263 1.65735
H 4.21755 -2.55163 0.81035
H 2.36855 -2.80963 1.32335
H 3.73455 -2.99263 2.39435
H 2.67355 -0.76763 1.08135
C 1.87555 3.03337 1.22335
O 2.61355 2.09837 0.56635
H 1.25655 2.54737 2.10835
H 1.18055 3.80037 0.58335
H 2.42455 3.64637 2.01135
H 2.02355 1.46837 0.34935
C 0.96255 -3.99763 -1.85665
O 1.25655 -2.77363 -2.36965
H 1.34155 -4.32763 -0.86765
H 1.42155 -4.61063 -2.44765
H -0.23745 -4.19963 -1.91665
H 1.10355 -2.11463 -1.69465
C -1.84445 -1.81563 -4.00965
O -2.14145 -0.78063 -3.04765
H -2.38345 -1.74963 -4.87765
H -1.99745 -2.78163 -3.49065
H -0.92345 -1.66863 -4.22565
H -1.46845 -0.70063 -2.45265
C -3.07945 -2.38563 0.10435
C -2.07445 -2.59563 1.20735
C -2.27045 -3.83663 1.95335
O -0.79545 -2.67763 0.63435
H -3.10045 -1.59763 -0.56365
H -3.97845 -2.65563 0.46335
H -2.84645 -3.04463 -0.72765
H -2.02245 -1.63963 1.89535
H -1.62045 -4.02263 2.63335
H -2.37145 -4.64063 1.46535
H -3.23645 -3.79863 2.45735
H -0.51345 -1.79563 0.14035
C 4.25055 -0.15663 -1.46765
C 3.23055 -0.01763 -2.63065
C 3.34455 1.18037 -3.60365
O 3.24855 -1.16263 -3.44565
H 4.31555 0.71937 -0.97865
H 5.25455 -0.52363 -1.87965
H 4.15455 -0.86463 -0.69165
H 2.34755 -0.07563 -2.07765
H 4.28755 1.21937 -3.96765
H 3.36855 2.08137 -3.26365
H 2.66555 1.00637 -4.48565
H 2.76755 -1.85963 -2.98965
C -3.78245 1.44037 1.94635
C -2.71045 2.50437 2.58335
C -3.33245 3.82737 2.96935
O -2.26745 1.78337 3.70835
H -4.34145 1.97037 1.14435
H -4.52545 1.06237 2.49835
H -3.26445 0.68437 1.41135
H -1.74445 2.50137 1.82535
H -2.49545 4.37337 3.27735
H -4.26045 3.85237 3.39935
H -3.38245 4.24737 1.98335
H -1.53645 1.09237 3.52235
C 0.45955 0.49037 4.99435
C 0.62455 -0.37763 3.80035
C 0.29055 -1.86863 4.22335
O -0.28745 0.11637 2.93735
H 1.23055 0.61237 5.92135
H -0.50445 0.48537 5.56435
H 0.72355 1.45337 4.75035
H 1.63155 -0.14063 3.52835
H 0.50855 -2.61563 3.41835
H -0.78845 -1.91663 4.75135
H 0.97355 -2.54763 4.91935
H 0.04555 -0.03463 2.03135
C -0.81145 2.72337 -4.79665
C -0.53745 2.46937 -3.28365
C -0.34945 3.90537 -2.55065
O -1.83445 2.12737 -2.74365
H -1.55245 3.49337 -5.04765
H -0.91745 1.70637 -5.21265
H 0.07655 3.10337 -5.10365
H 0.24855 2.04437 -3.07765
H -0.92145 4.70837 -2.54265
H 0.55055 4.13037 -3.03065
H -0.12845 3.81737 -1.52265
H -2.04545 1.23337 -2.75165
*
```

The HOMO energy comes out at -6.44 eV. The HOMO-LUMO gap comes out at 9.26 eV. As for the LUMO energy: 2.817 eV.



Most stable: <w>



<w>
H2P2S4 in the gas phase, computed with the ωB97M-V functional and the def2-TZVPD basis.

The geometry in ORCA input format:
```
! RIJCOSX wB97M-V def2-TZVPD def2/J DEFGRID3
* xyz 0 1
P 0.75938 -1.22579 -0.38795
P -1.41653 0.66370 0.25596
S -3.37743 0.75097 0.11918
S -0.36256 0.32447 -1.51077
S -0.49911 -0.91387 1.33911
S 2.52745 -0.09692 -0.18201
H -0.71151 1.77462 1.07585
H 3.08031 -1.27717 -0.70936
*
```

As for the structure (SMILES): S=[PH]1SP(S)S1. The HOMO energy comes out at -9.19 eV. The HOMO-LUMO gap comes out at 8.39 eV. As for the LUMO energy: -0.798 eV.



<x>
2 unconnected molecules or ions with the total composition H2P2S4, computed with the ωB97M-V functional and the def2-TZVPD basis.

The geometry in ORCA input format:
```
! RIJCOSX wB97M-V def2-TZVPD def2/J DEFGRID3
* xyz 0 1
P -4.22139 1.79749 -0.14766
P -3.23259 -1.18366 0.13010
S -4.23373 -2.62611 -0.66288
S -4.79401 0.37984 1.22700
S -3.31448 0.69056 -1.49654
S -0.31256 -0.00182 0.90472
H -0.08971 1.02110 0.24948
H 0.73122 -0.74681 0.51040
*
```

The HOMO energy comes out at -8.45 eV. The HOMO-LUMO gap comes out at 6.78 eV. As for the LUMO energy: -1.671 eV.



Most stable: <w>



<w>
C2H3NO2S in the gas phase, computed with the ωB97M-V functional and the def2-TZVPD basis.

The geometry in ORCA input format:
```
! RIJCOSX wB97M-V def2-TZVPD def2/J DEFGRID3
* xyz 0 3
C 2.25651 -0.67950 -0.12463
C -1.53874 0.01539 0.12859
N 3.35707 -0.78546 0.12183
O 0.99641 -0.66670 -0.22176
O 0.18396 1.74823 -0.53029
S 0.06711 0.73482 0.45776
H -1.53295 -0.11598 -0.90377
H -2.21754 0.68051 0.56324
H -1.57183 -0.93130 0.50902
*
```

The HOMO energy (spin up / spin down) comes out at -6.85 / -10.64 eV. As for the expectation value of S²: 2.009. The HOMO-LUMO gap (spin up / spin down) comes out at 7.29 / 6.66 eV. As for the LUMO energy (spin up / spin down): 0.445 / -3.973 eV.



<x>
A molecular structure, C2H3NO2S, computed with the ωB97M-V functional and the def2-TZVPD basis.

The geometry in ORCA input format:
```
! RIJCOSX wB97M-V def2-TZVPD def2/J DEFGRID3
* xyz 0 3
C -0.46652 0.68449 -0.41383
C 0.35396 -0.35876 0.31214
N -1.11810 -0.18638 -2.02305
O -0.59785 1.87713 -0.36884
O -0.72784 -1.25138 -2.27628
S 1.33488 0.24528 1.77808
H 1.18361 -0.83166 -0.32452
H -0.45053 -1.20381 0.69500
H 0.48840 1.02510 2.62130
*
```

The HOMO energy (spin up / spin down) comes out at -7.97 / -10.01 eV. As for the expectation value of S²: 2.010. The HOMO-LUMO gap (spin up / spin down) comes out at 8.13 / 8.90 eV. As for the LUMO energy (spin up / spin down): 0.160 / -1.111 eV.



Most stable: <x>



<w>
C4H6NP in the gas phase, computed with the ωB97M-V functional and the def2-TZVPD basis.

The geometry in ORCA input format:
```
! RIJCOSX wB97M-V def2-TZVPD def2/J DEFGRID3
* xyz 0 1
C -1.97654 -0.83234 -0.05311
C -1.07728 0.12945 -0.24104
C 0.34263 -0.07909 -0.09363
C 1.22829 0.89995 -0.20966
N 2.76939 0.71822 0.25926
P 3.51492 -0.52405 -0.30600
H -3.03409 -0.65277 -0.12853
H -1.67143 -1.83738 0.18677
H -1.39026 1.13809 -0.47475
H 0.68018 -1.07833 0.15545
H 1.02734 1.93419 -0.41300
H 4.72775 -0.28652 0.39832
*
```

As for the structure (SMILES): [H]/P=N/C=C/C=C. The HOMO energy comes out at -8.74 eV. The HOMO-LUMO gap comes out at 8.38 eV. As for the LUMO energy: -0.360 eV.



<x>
C4H6NP in the gas phase, computed with the ωB97M-V functional and the def2-TZVPD basis.

The geometry in ORCA input format:
```
! RIJCOSX wB97M-V def2-TZVPD def2/J DEFGRID3
* xyz 0 1
C -0.10619 -2.40255 -0.87863
C 0.34591 0.07147 -0.05020
C 1.10783 1.32047 0.25717
C -1.10713 0.11050 0.28114
N -0.87797 -3.24258 -1.01406
P 1.19783 -1.22041 -0.73204
H 1.08331 1.52232 1.32932
H 0.65329 2.17666 -0.24328
H 2.14758 1.24415 -0.05600
H -1.60555 0.86156 -0.33483
H -1.24438 0.40581 1.32237
H -1.59452 -0.84740 0.11906
*
```

As for the structure (SMILES): CC(C)=PC#N. The HOMO energy comes out at -9.48 eV. The HOMO-LUMO gap comes out at 9.18 eV. As for the LUMO energy: -0.302 eV.



Most stable: <x>



<w>
2 unconnected molecules or ions with the total composition C4H6N3O, computed with the ωB97M-V functional and the def2-TZVPD basis.

The geometry in ORCA input format:
```
! RIJCOSX wB97M-V def2-TZVPD def2/J DEFGRID3
* xyz -1 1
C 0.39198 -1.52026 1.23880
C 0.73386 -2.38936 0.25287
C 0.39974 -0.16709 0.57389
C -0.26726 2.27071 0.16324
N 0.69455 -0.32312 -0.66376
N 0.93024 -1.60959 -0.96684
N -0.49284 1.57306 1.44495
O -1.69063 1.15464 1.64572
H 0.24167 -1.71209 2.29023
H 0.71696 -3.42659 0.19175
H -0.72780 1.75153 -0.75304
H -0.69574 3.34652 0.19088
H 0.73858 2.32381 0.08984
H 0.70354 -1.92648 -1.83697
*
```

The HOMO energy comes out at -2.40 eV. The HOMO-LUMO gap comes out at 6.47 eV. As for the LUMO energy: 4.069 eV.



<x>
A gas-phase ion, C4H6N3O (charge -1), computed with the ωB97M-V functional and the def2-TZVPD basis.

The geometry in ORCA input format:
```
! RIJCOSX wB97M-V def2-TZVPD def2/J DEFGRID3
* xyz -1 1
C 0.73610 -0.51156 0.66440
C 2.03701 -0.08664 0.66951
C 0.05307 0.44227 -0.16253
C -2.10841 -0.69287 -0.13606
N 0.93917 1.38861 -0.62539
N 2.13564 1.06524 0.01333
N -1.32017 0.53785 -0.37916
O -1.78072 1.26629 -1.38647
H 0.30238 -1.24005 1.22104
H 2.99990 -0.48878 0.98171
H -2.66193 -0.83614 -1.04107
H -1.39361 -1.45279 0.06366
H -2.88912 -0.68668 0.66000
H 2.95069 1.29526 -0.54298
*
```

As for the structure (SMILES): CN([O-])c1cc[nH]n1. The HOMO energy (spin up / spin down) comes out at -1.15 / -1.16 eV. The HOMO-LUMO gap (spin up / spin down) comes out at 5.02 / 5.02 eV. As for the LUMO energy (spin up / spin down): 3.865 / 3.865 eV.



Most stable: <x>